# C5H8O2

C5H8O2 in the gas phase (wB97M-V/def2-TZVPD, the Open Molecules 2025 dataset).

## Properties
Multiplicity: 1
Orbital gap in eV: 10.2
Total energy in eV: -9407.60786
SMILES string: O[C@@H]1C[C@@]2(O)C[C@@H]12
E_HOMO in eV: -9.42
ΔE to the lowest compared entry with this formula, charge and spin in kJ/mol: 214.61

Last columns: bonded neighbours and bond lengths (Å).
Cartesian coordinates (Å):
1 O -0.300 -1.057 -1.790  C2 1.383, H8 0.962
2 C -0.294 -0.581 -0.492  O1 1.383, C3 1.534, C6 1.485, C7 1.526
3 C 0.929 -0.725 0.422  C2 1.534, C4 1.553, H9 1.097, H10 1.092
4 C 0.809 0.790 0.740  C3 1.553, O5 1.412, C7 1.520, H11 1.093
5 O 1.764 1.561 0.043  C4 1.412, H14 0.969
6 C -1.489 -0.279 0.337  C2 1.485, C7 1.514, H12 1.090, H13 1.090
7 C -0.524 0.842 0.011  C2 1.526, C4 1.520, C6 1.514, H15 1.086
8 H -1.102 -1.567 -1.935  O1 0.962
9 H 0.799 -1.419 1.262  C3 1.097
10 H 1.861 -0.952 -0.102  C3 1.092
11 H 0.872 1.106 1.784  C4 1.093
12 H -1.603 -0.682 1.343  C6 1.090
13 H -2.427 -0.186 -0.210  C6 1.090
14 H 1.583 1.424 -0.899  O5 0.969
15 H -0.878 1.725 -0.513  C7 1.086